Formula: C31H80N4O10
Source: OMol25
Level of theory: ωB97M-V/def2-TZVPD

Calculated values
Calculated total energy (eV): -59869.35003
Kohn-Sham gap (eV): 9.01
HOMO (hartree): -0.3065
Molar mass (g mol⁻¹): 669.00
Energy relative to the best compared isomer or geometry (same formula, charge and spin) (kcal/mol): 124.24
Strongest force on any atom (eV Å⁻¹): 4.23

Last column: Löwdin charge in e.
Positions of all 125 atoms, in Å:
C1 -4.004 1.306 -0.418  -0.08
O1 -3.534 -0.015 -0.708  -0.24
C2 -4.411 -0.831 -1.536  -0.16
C3 -4.169 -2.353 -1.269  -0.40
C4 -4.309 -2.786 0.184  -0.08
N1 -2.765 -2.583 -1.628  0.03
H1 -3.872 2.010 -1.239  0.06
H2 -3.442 1.643 0.453  0.09
H3 -5.081 1.233 -0.268  0.08
H4 -5.465 -0.564 -1.459  0.11
H5 -4.116 -0.552 -2.547  0.12
H6 -4.786 -2.965 -1.926  0.13
H7 -3.889 -3.784 0.306  0.07
H8 -5.376 -2.854 0.395  0.07
H9 -3.830 -2.076 0.858  0.07
H10 -2.497 -3.552 -1.523  0.07
H11 -2.245 -2.059 -0.940  0.02
C5 -0.524 1.619 -1.772  -0.05
O2 -0.361 2.313 -3.082  -0.19
C6 -0.890 3.642 -2.975  -0.20
C7 -2.467 3.662 -3.336  -0.18
N2 -3.242 4.663 -2.571  -0.10
C8 -2.815 6.069 -2.792  -0.18
C9 -3.894 6.925 -2.051  -0.18
O3 -5.185 6.909 -2.763  -0.22
C10 -6.153 7.964 -2.414  -0.08
H12 0.055 2.038 -0.949  0.06
H13 -0.046 0.653 -1.932  0.08
H14 -1.535 1.284 -1.541  0.07
H15 -0.576 4.347 -3.745  0.10
H16 -0.604 4.003 -1.987  0.10
H17 -2.953 2.744 -3.003  0.08
H18 -2.460 3.736 -4.423  0.10
H19 -4.225 4.535 -2.760  0.10
H20 -2.894 6.162 -3.875  0.12
H21 -1.853 6.206 -2.298  0.12
H22 -3.472 7.883 -2.355  0.10
H23 -3.974 6.758 -0.977  0.12
H24 -6.703 7.712 -1.507  0.08
H25 -6.829 8.055 -3.264  0.08
H26 -5.700 8.940 -2.240  0.08
C11 3.446 -2.981 -1.890  -0.09
O4 4.226 -1.894 -2.402  -0.19
C12 5.602 -2.234 -2.483  -0.23
C13 5.920 -3.076 -3.698  -0.26
N3 5.286 -2.648 -4.852  -0.05
C14 5.996 -1.485 -5.343  -0.19
C15 5.487 -1.096 -6.711  -0.22
O5 4.055 -1.140 -6.842  -0.18
C16 3.640 -0.731 -8.141  -0.12
H27 3.650 -3.868 -2.489  0.08
H28 2.382 -2.810 -2.053  0.09
H29 3.472 -3.206 -0.824  0.07
H30 5.931 -2.469 -1.470  0.11
H31 6.170 -1.310 -2.591  0.11
H32 5.528 -4.061 -3.445  0.11
H33 6.993 -3.097 -3.886  0.13
H34 4.283 -2.562 -4.772  0.12
H35 7.067 -1.654 -5.457  0.12
H36 5.880 -0.687 -4.610  0.11
H37 5.983 -1.566 -7.560  0.11
H38 5.805 -0.102 -7.025  0.11
H39 4.042 -1.314 -8.969  0.09
H40 3.717 0.356 -8.165  0.09
H41 2.595 -0.933 -8.374  0.08
C17 1.800 2.501 1.284  -0.15
O6 1.626 3.124 2.484  -0.18
C18 2.203 2.572 3.645  -0.17
C19 1.306 3.031 4.879  -0.19
N4 0.305 2.059 5.330  -0.06
C20 -0.730 1.828 4.291  -0.20
C21 -1.962 1.196 4.900  -0.27
O7 -2.836 0.913 3.831  -0.18
C22 -4.012 0.225 4.298  -0.09
H42 2.815 2.287 0.951  0.09
H43 1.636 3.227 0.487  0.08
H44 1.074 1.741 0.996  0.07
H45 3.260 2.819 3.739  0.12
H46 2.112 1.486 3.609  0.11
H47 0.852 4.011 4.732  0.11
H48 2.031 3.128 5.687  0.10
H49 -0.064 2.310 6.236  0.10
H50 -0.473 1.084 3.537  0.11
H51 -1.101 2.697 3.748  0.13
H52 -2.411 1.986 5.503  0.12
H53 -1.774 0.474 5.695  0.12
H54 -4.689 0.672 5.026  0.09
H55 -3.631 -0.659 4.808  0.07
H56 -4.644 -0.102 3.471  0.08
C23 6.504 -0.654 1.318  -0.03
C24 5.141 -1.297 1.223  -0.57
C25 5.049 -2.692 1.670  -0.06
O8 4.115 -0.581 1.796  -0.02
H57 7.249 -0.868 0.552  0.08
H58 6.989 -0.659 2.294  0.08
H59 6.269 0.387 1.095  0.08
H60 4.869 -1.335 0.168  0.11
H61 5.658 -3.351 1.052  0.09
H62 4.091 -3.169 1.459  0.06
H63 5.341 -2.844 2.709  0.09
H64 3.791 -0.291 0.940  0.09
C26 -0.215 -1.245 0.734  -0.06
C27 0.726 -1.681 1.806  -0.45
C28 -0.075 -2.415 2.976  -0.03
O9 1.715 -2.574 1.271  -0.05
H65 0.394 -0.773 -0.037  0.07
H66 -0.962 -0.510 1.035  0.09
H67 -0.750 -2.006 0.165  0.07
H68 1.157 -0.783 2.247  0.12
H69 -0.641 -3.267 2.601  0.06
H70 -0.822 -1.746 3.404  0.06
H71 0.652 -2.811 3.685  0.07
H72 2.357 -2.641 1.981  0.05
C29 -2.838 -5.835 5.372  -0.03
C30 -3.496 -4.443 5.178  -0.49
C31 -3.446 -4.009 3.749  -0.09
O10 -4.902 -4.568 5.261  -0.08
H73 -3.197 -6.476 4.567  0.09
H74 -3.113 -6.040 6.407  0.08
H75 -1.756 -5.709 5.320  0.08
H76 -3.234 -3.602 5.821  0.14
H77 -4.133 -4.524 3.077  0.10
H78 -2.419 -4.256 3.480  0.06
H79 -3.555 -2.926 3.693  0.07
H80 -5.278 -3.894 4.691  0.07

Atoms 1-2, force components in eV/Å:
-0.209 -0.975 -0.371
-0.671 -0.580 0.110



Formula: C31H83MgO13Zr
Source: OMol25
Level of theory: ωB97M-V/def2-TZVPD

Calculated values
Calculated total energy (eV): -66833.08948
Kohn-Sham gap (eV): 7.12
HOMO (hartree): -0.4139
Molar mass (g mol⁻¹): 779.52
Net charge: +1
Strongest force on any atom (eV Å⁻¹): 5.63

Last column: Löwdin charge in e.
Positions of all 129 atoms, in Å:
Zr1 2.334 -2.867 -0.406  2.07
Mg1 2.711 1.142 -1.120  0.84
C1 1.658 -4.242 -4.569  -0.06
C2 1.099 -3.148 -3.677  -0.55
C3 -0.401 -3.306 -3.459  -0.03
O1 1.795 -3.069 -2.469  -0.40
H1 1.207 -4.182 -5.564  0.09
H2 1.351 -5.238 -4.235  0.09
H3 2.739 -4.239 -4.705  0.08
H4 1.196 -2.217 -4.256  0.13
H5 -0.766 -2.435 -2.912  0.05
H6 -0.654 -4.197 -2.885  0.08
H7 -0.929 -3.303 -4.408  0.07
C4 4.799 -3.946 3.075  -0.06
C5 3.469 -3.256 2.842  -0.56
C6 3.192 -2.156 3.864  -0.05
O2 3.292 -2.803 1.526  -0.40
H8 5.630 -3.234 3.071  0.08
H9 5.019 -4.651 2.274  0.08
H10 4.766 -4.428 4.050  0.09
H11 2.705 -4.024 3.035  0.13
H12 3.320 -2.581 4.863  0.09
H13 2.206 -1.699 3.835  0.05
H14 3.962 -1.379 3.812  0.08
C7 1.088 4.826 -0.400  -0.06
C8 1.990 4.328 -1.499  -0.59
C9 3.214 5.228 -1.715  -0.05
O3 2.345 3.016 -1.251  -0.30
H15 0.845 5.890 -0.488  0.09
H16 1.430 4.600 0.610  0.07
H17 0.104 4.353 -0.510  0.04
H18 1.433 4.427 -2.446  0.11
H19 3.850 4.850 -2.517  0.07
H20 3.851 5.234 -0.822  0.07
H21 2.957 6.274 -1.886  0.08
C10 -1.145 -4.091 2.094  -0.05
C11 -0.443 -4.666 0.874  -0.54
C12 -1.420 -5.187 -0.171  -0.05
O4 0.512 -3.777 0.362  -0.37
H22 -1.843 -3.290 1.851  0.07
H23 -0.385 -3.738 2.796  0.07
H24 -1.674 -4.891 2.615  0.09
H25 0.121 -5.563 1.168  0.14
H26 -2.031 -4.416 -0.649  0.05
H27 -2.128 -5.874 0.297  0.09
H28 -0.927 -5.731 -0.979  0.08
C13 -0.599 -0.588 -0.637  -0.04
C14 0.673 -0.151 0.077  -0.51
C15 0.588 -0.320 1.581  -0.03
O5 1.897 -0.666 -0.453  -0.41
H29 -1.461 -0.026 -0.276  0.08
H30 -0.819 -1.654 -0.545  0.07
H31 -0.486 -0.372 -1.705  0.07
H32 0.726 0.922 -0.187  0.11
H33 -0.229 0.275 1.995  0.07
H34 1.511 0.064 2.022  0.06
H35 0.484 -1.339 1.959  0.08
C16 -1.557 3.577 -3.340  -0.07
C17 -1.858 3.086 -1.930  -0.29
O6 -3.021 2.253 -1.991  -0.08
H36 -2.358 4.171 -3.782  0.09
H37 -1.245 2.788 -4.019  0.06
H38 -0.773 4.341 -3.292  0.07
H39 -2.059 3.957 -1.305  0.11
H40 -0.981 2.549 -1.553  0.09
H41 -3.361 2.172 -1.092  0.10
C18 -4.254 -2.006 -0.618  -0.08
C19 -4.559 -2.992 -1.733  -0.30
O7 -5.911 -3.449 -1.644  -0.07
H42 -4.750 -1.045 -0.762  0.08
H43 -3.175 -1.816 -0.579  0.04
H44 -4.517 -2.380 0.373  0.08
H45 -3.918 -3.865 -1.639  0.09
H46 -4.436 -2.477 -2.686  0.10
H47 -6.463 -2.893 -2.200  0.08
C20 -3.082 -1.481 -5.248  -0.08
C21 -2.507 -0.512 -4.252  -0.33
O8 -3.279 0.684 -4.315  -0.08
H48 -2.485 -2.379 -5.422  0.05
H49 -3.133 -1.052 -6.252  0.08
H50 -4.090 -1.829 -5.020  0.07
H51 -1.484 -0.225 -4.550  0.09
H52 -2.453 -0.882 -3.221  0.09
H53 -3.059 1.219 -3.527  0.03
C22 -3.029 -0.036 2.868  -0.08
C23 -2.714 -1.045 3.946  -0.31
O9 -3.298 -0.549 5.162  -0.08
H54 -4.102 -0.002 2.687  0.09
H55 -2.529 -0.409 1.966  0.05
H56 -2.670 0.977 3.039  0.06
H57 -1.638 -1.176 4.098  0.10
H58 -3.188 -2.003 3.714  0.11
H59 -2.994 -1.077 5.906  0.08
C24 1.779 2.383 -4.680  -0.05
C25 1.134 1.305 -3.831  -0.24
O10 2.139 0.644 -3.023  -0.12
H60 1.030 2.943 -5.240  0.09
H61 2.451 1.917 -5.405  0.09
H62 2.343 3.084 -4.065  0.07
H63 0.636 0.588 -4.487  0.11
H64 0.379 1.698 -3.157  0.09
H65 2.744 0.214 -3.641  0.12
C26 -0.822 3.113 2.068  -0.09
C27 -1.653 4.378 2.055  -0.31
O11 -2.986 4.032 1.726  -0.07
H66 0.231 3.356 2.231  0.06
H67 -0.837 2.532 1.138  0.06
H68 -1.140 2.405 2.835  0.05
H69 -1.214 5.143 1.410  0.10
H70 -1.613 4.757 3.083  0.12
H71 -3.568 4.783 1.871  0.09
C28 1.296 1.004 5.136  -0.08
C29 0.207 1.246 6.172  -0.33
O12 0.623 2.250 7.067  -0.06
H72 0.953 0.281 4.395  0.04
H73 2.145 0.549 5.651  0.08
H74 1.620 1.909 4.623  0.07
H75 -0.006 0.310 6.701  0.11
H76 -0.724 1.506 5.654  0.10
H77 -0.094 2.503 7.653  0.09
C30 4.075 3.373 1.928  -0.03
C31 3.296 2.053 1.819  -0.27
O13 3.777 1.233 0.743  -0.11
H78 3.885 3.939 1.017  0.05
H79 5.135 3.113 1.952  0.08
H80 3.743 3.926 2.802  0.09
H81 2.263 2.295 1.563  0.09
H82 3.274 1.534 2.779  0.11
H83 4.700 1.018 0.923  0.12

Atoms 1-2, force components in eV/Å:
-5.314 0.473 1.812
-0.703 1.303 0.449



Formula: C31H89F3N6O18S
Source: OMol25
Level of theory: ωB97M-V/def2-TZVPD

Calculated values
Calculated total energy (eV): -98363.03071
Kohn-Sham gap (eV): 6.61
HOMO (hartree): -0.3102
Molar mass (g mol⁻¹): 923.14
Energy relative to the best compared isomer or geometry (same formula, charge and spin) (kcal/mol): 80.79
Strongest force on any atom (eV Å⁻¹): 3.10

Last column: Löwdin charge in e.
Positions of all 148 atoms, in Å:
N1 2.132 -4.845 -2.406  0.36
H1 1.141 -4.651 -2.376  0.14
H2 2.416 -5.684 -1.919  0.16
H3 2.574 -3.988 -2.107  0.14
H4 2.207 -5.002 -3.401  0.15
C1 -1.387 1.404 -0.316  -0.60
F1 -2.283 0.405 -0.403  0.09
F2 -2.044 2.587 -0.275  0.11
F3 -0.704 1.156 0.830  0.08
S1 -0.174 1.251 -1.849  0.47
O1 0.254 -0.163 -1.794  -0.40
O2 -1.060 1.480 -2.967  -0.36
O3 0.913 2.245 -1.752  -0.37
C2 -6.219 3.480 -4.058  -0.25
C3 -7.433 4.015 -4.850  -0.25
O4 -8.222 2.894 -5.067  -0.06
O5 -5.286 2.911 -4.953  -0.07
H5 -6.570 2.746 -3.333  0.11
H6 -5.600 4.168 -3.483  0.12
H7 -7.073 4.547 -5.730  0.12
H8 -8.025 4.621 -4.164  0.12
H9 -7.619 2.305 -5.527  0.08
H10 -4.428 3.006 -4.533  0.09
C4 -2.451 -2.492 -5.733  -0.22
C5 -3.898 -2.778 -5.396  -0.27
O6 -4.023 -4.003 -4.723  -0.06
O7 -1.843 -3.585 -6.431  -0.08
H11 -1.887 -2.304 -4.820  0.11
H12 -2.344 -1.599 -6.348  0.13
H13 -4.537 -2.603 -6.262  0.12
H14 -4.316 -1.997 -4.759  0.12
H15 -4.949 -4.235 -4.622  0.09
H16 -2.210 -4.429 -6.156  0.07
C6 0.910 1.835 5.768  -0.23
C7 2.320 1.424 6.059  -0.23
O8 2.380 0.201 6.793  -0.08
O9 0.030 1.982 6.906  -0.08
H17 0.347 1.094 5.200  0.11
H18 0.803 2.736 5.163  0.12
H19 2.783 2.157 6.719  0.11
H20 2.990 1.305 5.207  0.12
H21 1.633 0.161 7.394  0.07
H22 -0.651 2.634 6.724  0.08
C8 3.574 5.240 1.586  -0.24
C9 4.597 4.184 1.314  -0.24
O10 5.936 4.753 1.376  -0.07
O11 3.621 5.712 2.951  -0.07
H23 2.555 4.915 1.376  0.12
H24 3.711 6.050 0.870  0.12
H25 4.455 3.807 0.301  0.11
H26 4.400 3.339 1.974  0.12
H27 6.582 4.043 1.364  0.08
H28 4.483 6.076 3.167  0.07
C10 2.721 5.906 -5.444  -0.27
C11 1.305 5.996 -4.893  -0.23
O12 1.460 6.196 -3.511  -0.08
O13 3.315 7.089 -5.921  -0.06
H29 2.666 5.185 -6.260  0.11
H30 3.432 5.380 -4.806  0.12
H31 0.771 5.061 -5.062  0.12
H32 0.814 6.904 -5.243  0.12
H33 1.524 5.318 -3.127  0.08
H34 3.110 7.843 -5.363  0.08
C12 -5.686 6.219 5.831  -0.08
C13 -4.850 4.990 5.542  -0.48
C14 -4.706 4.799 3.989  -0.18
O14 -6.032 4.673 3.482  -0.18
C15 -6.009 4.413 2.084  -0.12
N2 -3.630 5.054 6.229  0.03
H35 -5.279 7.106 5.345  0.08
H36 -5.697 6.549 6.870  0.07
H37 -6.690 6.141 5.414  0.08
H38 -5.435 4.148 5.915  0.14
H39 -4.061 3.938 3.810  0.12
H40 -4.305 5.709 3.543  0.12
H41 -5.622 3.498 1.635  0.09
H42 -5.644 5.263 1.509  0.08
H43 -7.038 4.379 1.724  0.08
H44 -4.016 5.246 7.142  0.07
H45 -3.070 5.850 5.961  0.08
C16 -4.752 -1.071 4.857  -0.05
C17 -5.516 -2.270 5.454  -0.46
C18 -6.209 -3.205 4.430  -0.19
O15 -6.640 -4.384 5.115  -0.22
C19 -7.639 -5.166 4.401  -0.09
N3 -4.614 -2.957 6.280  0.03
H46 -4.208 -1.451 3.992  0.07
H47 -4.039 -0.695 5.590  0.08
H48 -5.336 -0.225 4.493  0.07
H49 -6.291 -1.949 6.149  0.14
H50 -5.579 -3.487 3.587  0.12
H51 -7.091 -2.740 3.989  0.12
H52 -7.590 -6.123 4.921  0.08
H53 -7.432 -5.422 3.362  0.08
H54 -8.630 -4.717 4.455  0.08
H55 -3.843 -3.340 5.752  0.08
H56 -5.097 -3.806 6.537  0.07
C20 4.905 -2.692 1.439  -0.06
C21 5.861 -2.216 0.334  -0.42
C22 7.155 -3.060 0.306  -0.20
O16 7.996 -2.451 1.278  -0.20
C23 9.041 -3.219 1.795  -0.11
N4 5.123 -2.276 -0.939  0.02
H57 5.301 -2.636 2.453  0.08
H58 4.702 -3.757 1.323  0.07
H59 3.963 -2.145 1.419  0.07
H60 6.243 -1.205 0.478  0.14
H61 7.662 -2.972 -0.655  0.12
H62 6.885 -4.098 0.499  0.12
H63 8.765 -4.060 2.432  0.09
H64 9.845 -2.594 2.184  0.09
H65 9.434 -3.690 0.894  0.08
H66 5.744 -1.907 -1.645  0.06
H67 4.360 -1.617 -0.870  0.07
C24 -2.252 -6.069 0.788  -0.07
C25 -1.959 -4.576 0.708  -0.42
C26 -0.876 -4.129 1.786  -0.17
O17 -1.272 -4.466 3.146  -0.19
C27 -0.250 -4.064 4.080  -0.10
N5 -1.519 -4.256 -0.629  0.01
H68 -3.151 -6.147 1.398  0.07
H69 -1.501 -6.646 1.327  0.08
H70 -2.574 -6.649 -0.077  0.07
H71 -2.860 -3.976 0.837  0.13
H72 -0.630 -3.069 1.723  0.12
H73 0.046 -4.650 1.531  0.11
H74 -0.261 -2.976 4.143  0.08
H75 0.784 -4.200 3.765  0.08
H76 -0.373 -4.521 5.062  0.09
H77 -2.308 -4.319 -1.257  0.07
H78 -1.282 -3.283 -0.762  0.07
C28 8.219 -2.542 -5.926  -0.07
C29 6.846 -2.601 -6.580  -0.43
C30 6.027 -1.253 -6.556  -0.17
O18 6.114 -0.715 -5.234  -0.21
C31 5.382 0.500 -5.121  -0.11
N6 7.034 -2.960 -7.968  0.01
H79 8.687 -3.526 -5.912  0.08
H80 8.101 -2.096 -4.938  0.07
H81 8.862 -1.917 -6.546  0.08
H82 6.226 -3.385 -6.145  0.13
H83 4.994 -1.359 -6.886  0.12
H84 6.543 -0.512 -7.166  0.12
H85 4.299 0.385 -5.087  0.09
H86 5.632 1.244 -5.877  0.09
H87 5.628 0.981 -4.174  0.08
H88 7.647 -2.269 -8.375  0.06
H89 7.655 -3.746 -8.097  0.07

Atoms 1-2, force components in eV/Å:
-0.907 0.236 -1.016
-1.074 -0.242 1.105



Which of these has the lowest Kohn-Sham gap?
C31H89F3N6O18S



Number 2 is which compound?
C31H83MgO13Zr



The lowest Kohn-Sham gap belongs to which entry?
C31H89F3N6O18S



Which value of Kohn-Sham gap does entry 3 give?
6.61 eV